A cluster of 2 separate species, C29H60BrNO10PS2 in total. Source: the Open Molecules 2025 dataset; level of theory: the ωB97M-V functional and the def2-TZVPD basis.

```
! wB97M-V def2-TZVPD RIJCOSX def2/J DEFGRID3
* xyz -1 1
Br 3.21 5.13 0.48
S 0.47 1.83 2.71
S -2.80 -1.28 -0.26
P 0.81 0.17 1.02
O 0.06 -1.00 2.05
O -1.12 -0.97 -3.19
O -1.98 -3.88 3.95
O -2.61 0.02 6.11
O 3.55 -0.59 1.22
O -4.08 -1.67 6.15
O 4.02 -1.84 1.75
O -5.71 4.46 2.47
O -2.51 0.80 -3.06
O -0.81 0.42 0.37
N 4.17 0.32 -6.19
C -1.76 0.10 -5.22
C -1.74 -0.66 3.57
C -3.02 0.88 1.30
C 2.44 -0.12 2.00
C 2.74 2.25 0.25
C 1.32 -1.13 -0.26
C 2.09 -0.99 -6.53
C -3.16 -1.03 4.02
C -5.17 3.20 2.09
C -1.89 -0.14 1.01
C 3.66 0.97 -4.99
C 0.05 -0.58 -2.43
C -3.65 3.26 1.94
C -1.34 -1.09 2.15
C 3.81 0.23 -3.65
C -1.61 -2.60 1.95
C -0.97 -3.46 3.04
C -1.85 0.05 -3.72
C -3.35 -0.96 5.51
C -6.40 4.45 3.69
C 0.42 -1.64 -1.41
C 6.50 -0.46 -5.47
C 1.40 1.61 -0.08
C -0.75 -3.76 6.09
C 5.61 0.39 -6.38
C -1.48 -4.61 5.05
C 2.99 3.50 -0.59
C 3.61 -0.98 -6.48
C -2.93 1.98 2.37
H -3.20 1.37 0.34
H 3.57 -0.83 -3.75
H -0.18 2.77 2.01
H 3.56 1.56 0.05
H -3.61 -0.35 -0.77
H 2.20 -0.88 2.74
H -1.41 -3.54 6.94
H 1.60 -2.03 0.30
H 3.46 -2.46 1.27
H -2.40 0.89 -5.60
H 0.14 -4.26 6.47
H 1.45 1.27 -1.13
H 1.72 -0.26 -7.26
H -6.53 5.48 4.01
H 1.73 -1.98 -6.82
H 5.91 1.43 -6.30
H 5.81 0.10 -7.42
H -3.90 -0.34 3.60
H -0.73 0.32 -5.51
H -1.17 -2.89 1.00
H -0.13 0.40 -1.99
H -1.91 2.22 2.65
H -1.60 0.41 3.67
H -5.84 3.92 4.47
H -5.45 2.44 2.83
H 4.13 1.96 -4.92
H -0.17 -2.91 3.55
H -0.44 -2.81 5.67
H -0.83 -5.43 4.69
H 2.14 3.72 -1.24
H 3.99 -1.28 -7.46
H -1.01 -1.09 4.26
H -2.06 -0.85 -5.66
H -5.65 2.93 1.14
H -2.34 -5.09 5.50
H 0.63 2.38 -0.06
H -3.45 -2.04 3.74
H 3.89 3.45 -1.19
H 1.05 -2.38 -1.94
H -3.92 0.29 1.50
H 6.58 -0.05 -4.46
H -7.39 3.99 3.59
H 2.80 2.51 1.31
H -0.45 -2.21 -1.09
H -3.12 0.36 6.85
H 3.12 0.66 -2.93
H -3.42 1.65 3.29
H 2.75 0.77 2.55
H 1.64 -0.76 -5.56
H -3.30 4.10 2.54
H 2.24 -0.78 -0.73
H 6.13 -1.49 -5.38
H -0.51 -4.35 2.59
H 0.86 -0.50 -3.16
H 2.60 1.17 -5.15
H -2.68 -2.83 1.93
H 7.51 -0.51 -5.88
H -3.39 3.50 0.90
H 3.93 -1.76 -5.77
H 4.81 0.32 -3.23
*
```

Kohn-Sham gap ... 7.390 eV
Calculated total energy ... -154010.989 eV
HOMO energy ... -0.1836 Ha

=====

A cluster of 8 separate species, CH16O9 in total. Source: the Open Molecules 2025 dataset; level of theory: the ωB97M-V functional and the def2-TZVPD basis.

```
! wB97M-V def2-TZVPD RIJCOSX def2/J DEFGRID3
* xyz 0 1
O -0.59 -1.17 0.90
O -0.97 0.87 -1.27
O 0.65 -1.94 -0.81
O 0.48 2.49 -2.84
O -0.14 -0.76 3.50
O -1.26 2.06 1.07
O 2.06 0.29 -1.09
O 2.11 0.05 1.61
O -2.81 -2.00 -1.99
C -0.30 -2.03 0.09
H -0.70 2.84 1.08
H 1.59 1.14 -1.03
H -0.80 1.37 1.57
H 1.02 -1.01 -0.80
H 2.78 -0.40 2.13
H 2.46 0.11 -0.22
H -2.02 -2.13 -2.50
H -2.62 -1.13 -1.61
H -0.83 -2.99 0.06
H 1.23 -0.34 1.70
H 0.97 2.24 -3.62
H -1.09 -0.68 3.60
H 0.31 -0.43 4.28
H -1.20 1.48 -0.51
H -0.30 0.35 -0.82
H -0.04 1.75 -2.46
*
```

Kohn-Sham gap ... 10.908 eV
Energy relative to the best compared isomer or geometry (same formula, charge and spin) ... 47.2 kJ/mol
Calculated total energy ... -19724.943 eV
HOMO energy ... -0.3981 Ha

=====

A cluster of 2 separate species, C3H10N2O2 in total. Source: the Open Molecules 2025 dataset; level of theory: the ωB97M-V functional and the def2-TZVPD basis.

```
! wB97M-V def2-TZVPD RIJCOSX def2/J DEFGRID3
* xyz 0 1
O 3.82 -5.13 -0.29
O 0.22 1.94 1.47
N -0.42 2.44 -0.68
N -2.28 0.54 0.59
C -0.93 0.25 0.27
C -0.26 1.60 0.35
C -0.82 -0.33 -1.16
H 3.45 -4.25 -0.57
H -2.49 0.25 1.52
H -0.49 2.23 -1.65
H -0.07 3.37 -0.48
H -2.47 1.50 0.32
H -0.15 0.20 -1.80
H -1.78 -0.17 -1.65
H -0.37 -0.34 0.90
H 3.55 -5.87 -0.95
H -0.60 -1.33 -1.26
*
```

Kohn-Sham gap ... 9.619 eV
Energy relative to the best compared isomer or geometry (same formula, charge and spin) ... 166.3 kJ/mol
Calculated total energy ... -10347.765 eV
HOMO energy ... -0.3318 Ha

=====

The molecule C3H6N2O. Source: the Open Molecules 2025 dataset; level of theory: the ωB97M-V functional and the def2-TZVPD basis.

```
! wB97M-V def2-TZVPD RIJCOSX def2/J DEFGRID3
* xyz 0 1
O -2.11 -1.05 -0.02
N 1.26 0.38 -0.42
N -1.31 1.13 -0.04
C 0.26 -0.65 -0.52
C -1.22 -0.24 -0.16
C 1.07 -0.47 0.66
H 0.49 0.06 1.46
H -0.47 1.84 0.05
H 0.36 -1.54 -1.19
H -2.26 1.58 0.22
H 2.10 0.07 -1.00
H 1.84 -1.11 0.96
*
```

Kohn-Sham gap ... 10.537 eV
Energy relative to the best compared isomer or geometry (same formula, charge and spin) ... 201.3 kJ/mol
Calculated total energy ... -8234.613 eV
HOMO energy ... -0.3520 Ha

=====

A structure of composition C5H10O. Source: the Open Molecules 2025 dataset; level of theory: the ωB97M-V functional and the def2-TZVPD basis.

```
! wB97M-V def2-TZVPD RIJCOSX def2/J DEFGRID3
* xyz 0 1
O 0.32 1.62 -0.24
C -0.66 -0.37 -0.86
C 0.25 -0.70 0.32
C -0.51 -0.89 1.63
C -0.54 1.05 -1.03
C 1.14 0.56 0.33
H 1.46 0.89 1.32
H -1.21 1.71 -1.57
H -1.62 -0.85 -1.01
H 0.88 -1.58 0.12
H -1.23 -1.71 1.55
H 0.57 0.90 -2.59
H 0.17 -1.11 2.46
H -1.07 0.02 1.89
H 0.06 -0.02 -1.97
H 1.99 0.46 -0.35
*
```

Kohn-Sham gap ... 7.745 eV
Energy relative to the best compared isomer or geometry (same formula, charge and spin) ... 512.3 kJ/mol
Calculated total energy ... -7389.455 eV
HOMO energy ... -0.2546 Ha

=====

A cluster of 2 separate species, C9H11N2O3P in total. Source: the Open Molecules 2025 dataset; level of theory: the ωB97M-V functional and the def2-TZVPD basis.

```
! wB97M-V def2-TZVPD RIJCOSX def2/J DEFGRID3
* xyz 0 1
P 2.62 0.31 0.59
O -3.67 0.29 1.82
O 1.34 0.24 -0.34
O -1.91 -0.90 1.59
N 2.11 0.08 2.02
N -2.69 -0.04 1.18
C 0.04 -0.09 0.15
C -0.68 1.60 -1.53
C -1.65 2.47 -2.05
C -1.07 0.78 -0.40
C -3.02 2.30 -1.71
C -3.36 1.42 -0.73
C 3.39 -2.75 -0.24
C 3.41 -2.94 1.13
C -2.41 0.62 -0.05
H -4.34 1.34 -0.35
H 4.26 -2.21 -0.67
H -3.77 2.90 -2.21
H 2.55 -2.88 -0.84
H 4.27 -2.53 1.53
H 2.89 -0.20 2.66
H 0.10 -0.11 1.32
H 2.69 -3.48 1.81
H -0.15 -1.12 -0.05
H 0.36 1.68 -1.96
H -1.29 3.24 -2.65
*
```

Kohn-Sham gap ... 8.760 eV
Energy relative to the best compared isomer or geometry (same formula, charge and spin) ... 286.7 kJ/mol
Calculated total energy ... -27917.873 eV
HOMO energy ... -0.3437 Ha

=====

What is the HOMO energy in the sixth record?
-0.3437 Ha